--- one ---
Below is a molecular structure, C12H28BaF6N3O13S2, with properties calculated with wB97M-V/def2-TZVPD.

Positions of all 65 atoms, in Å:
Ba (-0.327, -0.281, 0.834)
N (-0.811, 2.586, 2.969)
O (-0.611, 3.559, 2.206)
O (-0.423, 2.573, 4.130)
O (-1.454, 1.586, 2.508)
C (3.932, -2.429, -1.209)
F (4.214, -1.143, -1.188)
F (3.369, -2.706, -2.376)
F (5.065, -3.078, -1.117)
S (2.751, -2.909, 0.197)
O (2.006, -4.048, -0.342)
O (3.596, -3.171, 1.340)
O (1.870, -1.735, 0.345)
C (4.124, 0.522, 2.688)
F (3.959, 1.843, 2.406)
F (4.116, -0.091, 1.520)
F (5.277, 0.366, 3.312)
S (2.684, 0.002, 3.791)
O (2.933, -1.371, 4.165)
O (2.748, 0.980, 4.862)
O (1.517, 0.176, 2.895)
C (-2.602, 2.485, -2.717)
C (-1.962, 1.368, -1.905)
C (-0.729, 0.641, -2.567)
O (-0.140, -0.448, -1.810)
C (0.515, -1.339, -2.696)
N (-1.408, 1.892, -0.678)
H (-1.923, 3.340, -2.744)
H (-3.533, 2.861, -2.289)
H (-2.854, 2.239, -3.755)
H (-2.680, 0.592, -1.626)
H (0.106, 1.311, -2.790)
H (-1.086, 0.294, -3.545)
H (1.127, -2.098, -2.219)
H (1.192, -0.751, -3.325)
H (-0.205, -1.834, -3.356)
H (-0.710, 2.633, -0.780)
H (-2.092, 2.429, -0.141)
C (-2.989, -3.820, -1.019)
C (-2.547, -2.447, -0.437)
C (-3.404, -2.079, 0.775)
O (-3.158, -0.686, 1.067)
C (-3.694, -0.417, 2.365)
N (-1.138, -2.605, -0.066)
H (-2.631, -4.051, -2.022)
H (-4.069, -3.962, -0.928)
H (-2.520, -4.604, -0.417)
H (-2.559, -1.695, -1.228)
H (-3.249, -2.735, 1.635)
H (-4.431, -2.190, 0.415)
H (-3.674, 0.649, 2.559)
H (-3.118, -0.987, 3.099)
H (-4.733, -0.745, 2.505)
H (-1.053, -3.388, 0.581)
H (-0.525, -2.906, -0.819)
C (1.877, 3.869, -0.387)
C (2.222, 2.364, -0.551)
O (1.581, 1.595, 0.468)
O (0.590, 4.112, -0.961)
H (2.582, 4.522, -0.905)
H (1.770, 4.076, 0.682)
H (3.294, 2.225, -0.375)
H (1.929, 2.015, -1.539)
H (1.844, 2.055, 1.280)
H (0.251, 4.988, -0.770)

* LUMO level: 1.59 eV
* total charge: -1
* orbital gap: 7.418 eV

***

--- two ---
Below is a molecular structure, C12H28BaF6N3O13S2, with properties calculated with wB97M-V/def2-TZVPD.

Positions of all 65 atoms, in Å:
Ba (0.667, 1.173, -0.168)
N (0.754, 4.705, -2.052)
O (0.342, 3.798, -1.243)
O (-0.093, 5.392, -2.658)
O (1.964, 4.840, -2.252)
C (1.329, -1.564, 4.393)
F (1.379, -0.730, 5.425)
F (1.939, -2.706, 4.727)
F (0.036, -1.869, 4.173)
S (2.149, -0.856, 2.878)
O (2.437, -2.048, 2.119)
O (1.170, 0.015, 2.213)
O (3.272, -0.162, 3.410)
C (4.909, -0.908, -0.822)
F (3.984, -1.205, -1.755)
F (4.888, -1.855, 0.096)
F (6.104, -0.947, -1.453)
S (4.657, 0.773, -0.098)
O (5.496, 0.752, 1.058)
O (5.033, 1.644, -1.171)
O (3.212, 0.790, 0.193)
C (-1.179, -2.179, -0.755)
C (0.224, -2.481, -1.217)
C (0.382, -2.690, -2.693)
O (1.717, -3.105, -2.925)
C (2.264, -2.663, -4.135)
N (1.222, -1.474, -0.664)
H (-1.916, -2.869, -1.189)
H (-1.543, -1.185, -1.037)
H (-1.295, -2.264, 0.327)
H (0.491, -3.414, -0.703)
H (0.102, -1.849, -3.338)
H (-0.324, -3.495, -2.963)
H (2.390, -1.571, -4.157)
H (1.587, -2.934, -4.955)
H (3.252, -3.096, -4.234)
H (2.003, -1.776, -1.261)
H (1.552, -1.756, 0.263)
C (-1.853, 0.791, 4.343)
C (-1.964, 0.756, 2.828)
C (-3.368, 1.116, 2.390)
O (-3.702, 0.423, 1.184)
C (-4.915, 0.865, 0.622)
N (-1.014, 1.686, 2.176)
H (-0.849, 0.403, 4.573)
H (-2.532, 0.133, 4.876)
H (-1.736, 1.812, 4.711)
H (-1.797, -0.226, 2.384)
H (-3.548, 2.196, 2.297)
H (-4.099, 0.795, 3.153)
H (-5.746, 0.289, 1.055)
H (-4.884, 0.691, -0.453)
H (-5.155, 1.919, 0.798)
H (-1.096, 2.632, 2.554)
H (-0.100, 1.411, 2.568)
C (-2.523, 1.646, -2.050)
C (-1.349, 1.609, -3.009)
O (-0.509, 0.525, -2.635)
O (-2.031, 1.588, -0.740)
H (-3.155, 0.768, -2.259)
H (-3.152, 2.517, -2.261)
H (-0.841, 2.576, -3.033)
H (-1.786, 1.437, -4.000)
H (-0.159, 0.036, -3.381)
H (-2.696, 1.376, -0.068)

* LUMO level: 1.71 eV
* total charge: -1
* orbital gap: 7.693 eV

***

two is favored, and the nearest alternative lies 27.3 kJ/mol above it.

***

--- one ---
Below is a molecular structure, C9H13NO3, with properties calculated with wB97M-V/def2-TZVPD.

Positions of all 26 atoms, in Å:
C (-0.364, 2.442, -1.232)
C (0.423, -1.016, -1.076)
C (-0.241, 1.937, 0.262)
C (0.267, 1.457, -2.179)
C (0.341, -1.046, 0.448)
C (0.727, 0.803, 0.087)
C (2.139, 1.048, 0.450)
C (-1.624, -2.680, 0.600)
C (-1.017, -1.280, 1.065)
N (0.549, 0.345, -1.254)
O (-0.653, 3.566, -1.469)
O (0.460, -1.904, -1.883)
O (-0.838, -1.339, 2.522)
H (0.044, 2.837, 0.935)
H (-1.283, 1.515, 0.663)
H (-0.389, 1.243, -3.056)
H (1.122, 1.952, -2.543)
H (1.100, -1.534, 0.984)
H (2.733, 0.022, 0.432)
H (2.142, 1.542, 1.401)
H (2.723, 1.689, -0.347)
H (-2.376, -2.995, 1.316)
H (-0.874, -3.486, 0.555)
H (-1.995, -2.664, -0.356)
H (-1.620, -0.445, 0.948)
H (-1.500, -2.010, 2.728)

* LUMO level: 0.60 eV
* orbital gap: 10.042 eV

***

--- two ---
Below is a molecular structure, C9H13NO3, with properties calculated with wB97M-V/def2-TZVPD.

Positions of all 26 atoms, in Å:
C (-2.583, -0.797, -0.036)
C (-1.423, -0.527, -1.073)
C (-0.829, 0.979, -1.215)
C (-0.464, 1.637, 0.089)
C (-0.404, -1.513, -0.916)
C (0.918, -1.027, -0.362)
C (1.288, -1.380, 0.918)
C (2.470, -0.955, 1.056)
C (2.821, -0.063, -0.075)
H (-3.013, -1.074, 1.965)
H (-1.845, 0.050, 1.809)
H (-3.334, -0.059, -0.247)
H (-2.713, -1.700, -0.452)
H (-1.838, -1.040, -2.023)
H (-0.143, 0.904, -2.161)
H (-1.727, 1.402, -1.620)
H (1.169, 2.079, 0.794)
H (-0.781, -2.001, 0.275)
H (-0.174, -2.430, -1.746)
H (0.707, -1.844, 1.735)
H (3.126, -0.842, 1.912)
H (3.587, 0.902, -0.074)
N (-2.283, -0.891, 1.341)
O (0.904, 2.140, -0.121)
O (-1.111, 2.159, 1.072)
O (1.733, -0.079, -0.934)

* LUMO level: 0.44 eV
* orbital gap: 8.405 eV

***

one is favored, and the nearest alternative lies 414.0 kJ/mol above it.

***

--- one ---
Below is C21H29N3O2 in the gas phase, with properties calculated with wB97M-V/def2-TZVPD.

Positions of all 55 atoms, in Å:
C (-1.277, 0.322, 5.887)
C (-1.307, 0.918, 4.486)
C (-0.741, -0.060, 3.452)
N (-0.749, 0.502, 2.131)
C (-1.767, 0.518, 1.248)
C (-1.343, 1.227, 0.145)
C (-2.077, 1.448, -1.137)
N (-1.312, 0.933, -2.265)
C (-1.991, 1.090, -3.537)
C (-1.057, 0.705, -4.686)
C (-0.507, -0.710, -4.514)
C (0.133, -0.801, -3.134)
C (0.739, -2.143, -2.775)
O (0.657, -3.131, -3.462)
C (1.340, -2.121, -1.409)
C (0.922, -3.078, -0.484)
C (1.294, -2.955, 0.840)
C (2.090, -1.905, 1.264)
C (2.561, -0.978, 0.338)
O (3.378, 0.067, 0.624)
C (3.550, 0.435, 1.975)
C (2.178, -1.096, -0.996)
C (-0.930, -0.450, -2.087)
C (-0.020, 1.611, 0.464)
C (0.919, 2.389, -0.385)
N (0.309, 1.165, 1.665)
H (-1.871, -0.589, 5.929)
H (-1.682, 1.028, 6.607)
H (-0.258, 0.082, 6.178)
H (-2.333, 1.172, 4.213)
H (-0.716, 1.835, 4.458)
H (0.295, -0.301, 3.700)
H (-1.329, -0.983, 3.446)
H (-2.699, 0.030, 1.453)
H (-2.227, 2.520, -1.308)
H (-3.072, 0.971, -1.064)
H (-2.291, 2.137, -3.643)
H (-2.905, 0.468, -3.580)
H (-1.599, 0.789, -5.630)
H (-0.224, 1.411, -4.708)
H (0.224, -0.933, -5.292)
H (-1.312, -1.445, -4.592)
H (0.919, -0.045, -3.055)
H (0.284, -3.884, -0.811)
H (0.951, -3.682, 1.562)
H (2.347, -1.823, 2.308)
H (2.583, 0.678, 2.425)
H (4.177, 1.324, 1.958)
H (4.056, -0.349, 2.547)
H (2.558, -0.365, -1.691)
H (-0.523, -0.573, -1.083)
H (-1.793, -1.134, -2.195)
H (0.833, 3.453, -0.164)
H (1.942, 2.079, -0.187)
H (0.673, 2.228, -1.431)

* LUMO level: 0.73 eV
* orbital gap: 9.250 eV

***

--- two ---
Below is C21H29N3O2 in the gas phase, with properties calculated with wB97M-V/def2-TZVPD.

Positions of all 55 atoms, in Å:
O (-2.326, 2.727, -0.527)
C (-1.154, 2.926, -0.280)
N (-0.151, 2.529, -1.088)
C (-0.379, 1.738, -2.275)
C (0.244, 0.345, -2.121)
N (-0.002, -0.468, -3.298)
C (1.027, -1.463, -3.537)
C (1.152, -2.483, -2.398)
C (-0.196, -2.941, -1.910)
C (-0.282, -4.015, -1.031)
C (-1.504, -4.441, -0.547)
C (-2.663, -3.790, -0.937)
C (-2.587, -2.717, -1.805)
C (-1.362, -2.285, -2.298)
C (-1.300, -1.119, -3.256)
C (-0.731, 3.617, 1.020)
C (0.636, 4.293, 0.980)
C (1.597, 3.160, 1.327)
O (2.781, 3.106, 1.072)
N (0.882, 2.204, 1.958)
C (1.468, 0.972, 2.431)
C (1.301, 0.766, 3.949)
C (1.031, -0.727, 4.113)
C (0.174, -1.059, 2.895)
C (0.851, -0.281, 1.767)
C (-0.520, 2.534, 2.094)
H (0.809, 2.659, -0.813)
H (0.053, 2.235, -3.148)
H (-1.460, 1.672, -2.405)
H (1.324, 0.466, -1.997)
H (-0.154, -0.122, -1.206)
H (0.764, -1.978, -4.465)
H (1.980, -0.951, -3.694)
H (1.692, -2.033, -1.558)
H (1.737, -3.343, -2.733)
H (0.625, -4.519, -0.728)
H (-1.554, -5.279, 0.133)
H (-3.622, -4.115, -0.562)
H (-3.487, -2.202, -2.109)
H (-1.524, -1.474, -4.269)
H (-2.060, -0.381, -2.993)
H (-1.541, 4.294, 1.297)
H (0.880, 4.764, 0.030)
H (0.714, 5.053, 1.762)
H (2.528, 1.056, 2.171)
H (0.439, 1.333, 4.304)
H (2.177, 1.099, 4.502)
H (1.968, -1.285, 4.069)
H (0.535, -0.958, 5.054)
H (-0.844, -0.697, 3.051)
H (0.126, -2.126, 2.688)
H (1.641, -0.884, 1.321)
H (0.153, -0.009, 0.976)
H (-1.152, 1.658, 1.931)
H (-0.733, 2.938, 3.092)

* LUMO level: 0.74 eV
* orbital gap: 9.370 eV

***

two is favored, and the nearest alternative lies 176.2 kJ/mol above it.

***

--- one ---
Below is a molecular structure, HN2O3S, with properties calculated with wB97M-V/def2-TZVPD.

Positions of all 7 atoms, in Å:
N (-1.128, -0.724, 0.836)
N (-0.771, 0.097, 0.019)
O (-1.758, 1.435, -0.454)
O (1.460, -1.048, -0.316)
O (1.567, 1.390, -0.180)
S (0.970, 0.243, -0.855)
H (-0.340, -1.393, 0.950)

* LUMO level: 4.00 eV
* total charge: -1
* orbital gap: 8.810 eV

***

--- two ---
Below is a gas-phase ion, HN2O3S (charge -1), with properties calculated with wB97M-V/def2-TZVPD.

Positions of all 7 atoms, in Å:
N (1.513, 0.503, 0.241)
N (0.185, 0.819, -0.166)
O (-0.247, 1.955, -0.228)
O (-1.729, -0.585, 0.992)
O (-0.082, -1.624, -0.541)
S (-1.109, -0.586, -0.349)
H (1.469, -0.483, 0.050)

* LUMO level: 4.02 eV
* total charge: -1
* orbital gap: 8.569 eV

***

two is favored, and the nearest alternative lies 170.7 kJ/mol above it.